# 1
156
Properties=species:S:1:pos:R:3 method="wB97M-V/def2-TZVPD" s_squared=3.77 orbital_gap_ev="3.728 / 4.070" total_charge=0 homo_energy_ha="-0.1920 / -0.2003" multiplicity=4
Ti 15.15 7.34 8.32
C 19.69 3.48 8.14
C 19.82 4.58 9.13
C 21.35 4.63 9.59
O 19.06 5.76 8.87
H 20.01 3.60 7.11
H 18.67 3.16 7.90
H 20.12 2.58 8.59
H 19.28 4.20 10.00
H 22.03 4.95 8.80
H 21.64 3.71 10.11
H 21.45 5.45 10.30
C 28.99 5.82 1.82
C 30.03 4.67 1.63
O 30.41 4.29 3.05
P 29.72 2.96 3.67
O 30.11 1.69 2.90
O 30.16 2.84 5.19
C 29.56 3.75 6.10
C 29.89 5.25 5.87
O 28.13 3.35 3.65
C 27.00 2.58 3.82
C 26.01 3.47 4.55
H 28.18 5.66 2.53
H 29.28 6.87 1.87
H 28.56 5.81 0.81
H 29.64 3.77 1.15
H 30.93 4.78 1.02
H 28.48 3.66 6.14
H 30.04 3.55 7.06
H 29.78 5.66 4.87
H 29.35 5.90 6.57
H 30.88 5.44 6.29
H 26.68 2.07 2.91
H 27.19 1.70 4.43
H 25.11 2.88 4.39
H 26.20 3.46 5.63
H 25.90 4.52 4.26
C 11.65 14.65 9.78
C 12.86 13.70 10.10
O 13.93 13.80 9.14
P 13.95 12.80 7.88
O 14.00 11.39 8.28
O 12.64 13.21 6.98
C 11.51 12.37 6.74
C 11.78 11.72 5.47
O 15.27 13.26 7.11
C 16.53 13.63 7.70
C 17.34 12.30 7.70
H 10.99 14.62 10.65
H 11.97 15.69 9.67
H 11.00 14.34 8.96
H 13.21 14.19 11.01
H 12.45 12.70 10.25
H 11.35 11.68 7.56
H 10.64 13.00 6.56
H 11.00 11.05 5.09
H 11.99 12.38 4.62
H 12.72 11.22 5.67
H 16.96 14.47 7.16
H 16.44 13.96 8.73
H 16.82 11.44 8.11
H 17.39 11.83 6.72
H 18.37 12.24 8.04
C 12.75 1.65 3.99
C 13.85 2.45 4.65
O 14.50 3.08 3.60
P 14.17 4.56 3.17
O 14.16 5.59 4.25
O 12.70 4.36 2.46
C 12.43 3.69 1.21
C 11.00 4.05 0.82
O 15.23 4.68 1.92
C 16.69 4.55 2.25
C 17.36 4.18 0.89
H 13.12 1.09 3.13
H 12.45 0.95 4.77
H 12.00 2.39 3.71
H 13.55 3.24 5.34
H 14.64 1.93 5.18
H 13.23 4.01 0.54
H 12.55 2.61 1.26
H 11.05 5.13 0.65
H 10.66 3.45 -0.03
H 10.37 3.77 1.67
H 17.07 5.53 2.55
H 16.80 3.84 3.07
H 17.27 4.98 0.15
H 18.36 3.94 1.26
H 17.11 3.27 0.34
C 15.05 4.62 15.14
C 15.14 5.27 13.67
O 14.16 6.28 13.64
P 12.76 5.67 13.04
O 12.84 5.45 11.54
O 12.25 4.43 13.92
C 12.28 3.18 13.44
C 11.88 2.13 14.55
O 11.63 6.77 13.46
C 11.71 7.59 14.60
C 11.50 6.81 15.96
H 16.03 4.16 15.27
H 14.86 5.31 15.95
H 14.34 3.80 15.13
H 16.11 5.75 13.58
H 15.03 4.42 12.99
H 11.66 3.17 12.54
H 13.28 2.95 13.09
H 12.75 1.52 14.80
H 11.48 2.53 15.48
H 11.08 1.45 14.27
H 12.67 8.11 14.61
H 10.86 8.19 14.27
H 12.39 6.19 16.05
H 11.58 7.50 16.80
H 10.63 6.16 15.91
N 22.47 8.29 2.91
C 22.23 8.26 4.27
C 23.02 9.26 4.83
C 23.86 9.82 3.85
C 23.45 9.27 2.68
H 22.03 7.70 2.22
H 21.48 7.56 4.62
H 23.03 9.51 5.88
H 24.71 10.47 3.96
H 23.77 9.38 1.65
N 27.55 -1.26 10.98
C 27.48 -2.68 11.00
C 26.55 -3.06 10.05
C 25.91 -1.90 9.54
C 26.53 -0.78 10.17
H 28.21 -0.69 11.48
H 28.17 -3.25 11.61
H 26.24 -4.09 9.92
H 25.07 -1.80 8.87
H 26.35 0.28 10.04
N 18.92 10.26 12.78
C 17.93 11.18 13.01
C 17.85 11.39 14.40
C 18.93 10.80 14.98
C 19.52 9.97 14.06
H 19.20 9.85 11.90
H 17.33 11.44 12.15
H 17.13 11.96 14.97
H 19.20 10.95 16.02
H 20.32 9.25 14.05
N 19.21 -2.17 3.30
C 19.22 -1.52 4.51
C 18.64 -2.46 5.40
C 18.26 -3.58 4.71
C 18.61 -3.42 3.43
H 19.76 -1.91 2.49
H 19.60 -0.52 4.62
H 18.53 -2.36 6.47
H 17.76 -4.46 5.08
H 18.41 -4.09 2.61



# 2
142
Properties=species:S:1:pos:R:3 method="wB97M-V/def2-TZVPD" orbital_gap_ev=6.758 total_charge=+1 homo_energy_ha=-0.3495 multiplicity=1
C 4.38 6.44 4.50
C 4.38 4.82 4.30
B 4.03 4.29 2.77
O 4.39 5.31 1.72
N 3.27 2.98 2.44
C 3.83 2.66 1.06
N 5.33 2.63 0.94
C 5.62 3.24 -0.45
C 3.48 1.78 3.37
O 2.96 0.45 2.90
C 4.80 1.46 4.22
C 6.14 0.88 3.50
C 5.98 -0.48 2.60
C 7.47 -0.72 1.88
N 7.33 -1.04 0.40
C 2.40 1.94 4.66
C 1.37 2.99 3.96
C -0.17 2.85 4.46
C -0.66 1.31 4.80
C 1.74 3.25 2.35
C 0.99 2.38 1.19
C -0.62 2.18 1.25
C -1.06 1.53 -0.23
C -2.70 1.49 -0.43
N -3.35 0.47 0.50
C -4.60 0.58 1.35
C -4.86 -0.84 2.13
C -3.59 -1.80 1.65
C -2.70 -0.89 0.62
C 1.14 4.74 2.19
C 1.33 5.52 0.77
C 1.33 7.15 1.14
I -0.43 5.34 -0.60
H 4.28 6.78 5.64
H 5.46 6.82 4.17
H 3.62 7.01 3.81
H 5.50 4.46 4.50
H 3.74 4.34 5.14
H 3.83 6.13 1.81
H 3.43 3.40 0.22
H 3.52 1.57 0.66
H 5.66 1.64 0.83
H 5.01 2.55 -1.20
H 5.24 4.34 -0.55
H 6.76 3.13 -0.75
H 3.33 -0.30 3.45
H 5.20 2.32 4.95
H 4.50 0.61 5.01
H 6.76 1.75 2.96
H 6.87 0.57 4.40
H 5.83 -1.37 3.35
H 5.17 -0.40 1.76
H 8.14 -1.48 2.47
H 8.05 0.32 1.94
H 7.43 -0.11 -0.11
H 6.35 -1.38 0.20
H 2.96 2.33 5.61
H 2.08 0.84 4.90
H 1.67 3.99 4.55
H -0.99 3.31 3.77
H -0.27 3.43 5.50
H -0.39 1.04 5.92
H -1.84 1.19 4.68
H -0.08 0.60 4.06
H 1.41 1.27 1.05
H 1.21 2.85 0.11
H -1.28 3.14 1.37
H -1.00 1.37 2.04
H -0.53 0.51 -0.44
H -0.66 2.29 -1.05
H -3.22 2.55 -0.41
H -2.88 1.07 -1.53
H -5.28 1.55 1.44
H -5.74 -1.14 2.85
H -3.40 -2.93 1.97
H -1.73 -1.25 0.04
H -0.05 4.65 2.33
H 1.41 5.52 3.05
H 2.30 5.26 0.17
H 2.07 7.40 2.02
H 1.53 7.74 0.15
H 0.25 7.49 1.52
C 0.33 -4.73 -4.27
C 0.31 -3.79 -3.08
C -0.84 -2.78 -3.11
C -0.83 -1.81 -4.30
C 0.44 -0.96 -4.44
C 0.67 -0.04 -3.25
H 0.47 -4.19 -5.21
H 1.15 -5.45 -4.17
H -0.61 -5.29 -4.34
H 1.27 -3.27 -3.00
H 0.22 -4.39 -2.16
H -0.84 -2.21 -2.18
H -1.79 -3.33 -3.13
H -1.69 -1.14 -4.21
H -0.98 -2.37 -5.23
H 0.35 -0.35 -5.34
H 1.32 -1.60 -4.58
H -0.17 0.64 -3.11
H 1.57 0.57 -3.42
H 0.83 -0.60 -2.32
C -5.82 1.37 -2.40
C -6.48 2.39 -1.49
C -7.70 1.84 -0.74
C -8.87 1.39 -1.63
C -9.43 2.47 -2.57
C -10.02 3.66 -1.83
H -6.50 1.04 -3.20
H -4.94 1.80 -2.88
H -5.51 0.48 -1.84
H -6.75 3.28 -2.07
H -5.74 2.72 -0.75
H -8.05 2.60 -0.04
H -7.39 0.99 -0.13
H -9.68 1.03 -0.99
H -8.56 0.53 -2.24
H -10.22 2.01 -3.18
H -8.66 2.81 -3.26
H -10.82 3.34 -1.16
H -10.44 4.37 -2.55
H -9.26 4.19 -1.24
C -1.70 -9.72 -1.22
C -1.92 -9.98 -2.70
C -0.74 -10.70 -3.37
C 0.59 -9.94 -3.36
C 0.55 -8.56 -4.01
C 0.21 -8.60 -5.50
H -0.84 -9.06 -1.05
H -2.58 -9.24 -0.79
H -1.52 -10.66 -0.68
H -2.13 -9.04 -3.21
H -2.81 -10.60 -2.81
H -1.02 -10.94 -4.40
H -0.59 -11.67 -2.87
H 1.34 -10.55 -3.87
H 0.94 -9.83 -2.33
H 1.54 -8.10 -3.90
H -0.15 -7.90 -3.49
H 0.93 -9.22 -6.05
H 0.24 -7.59 -5.92
H -0.79 -9.00 -5.67



# 3
155
Properties=species:S:1:pos:R:3 method="wB97M-V/def2-TZVPD" s_squared=0.75 orbital_gap_ev="3.612 / 7.958" total_charge=+4 homo_energy_ha="-0.4137 / -0.5734" multiplicity=2
C -0.54 4.18 1.57
C -0.15 5.65 1.58
O 0.77 6.10 0.89
N -0.79 6.57 2.71
H -1.61 6.97 2.29
H -1.34 6.04 3.36
C 0.28 7.55 3.29
H -0.69 3.72 2.54
H 0.29 3.61 1.13
H -1.39 3.93 0.94
H 0.27 8.43 2.66
H 1.30 7.22 3.47
H -0.14 7.83 4.26
C -4.80 -0.96 3.38
C -4.62 -2.19 2.45
C -3.08 -2.47 2.25
N -2.72 -3.86 1.82
C -3.11 -4.75 2.98
C -1.23 -3.97 1.39
C -1.27 -5.25 0.61
C -2.54 -5.17 -0.17
C -3.42 -4.29 0.56
H -5.45 -1.21 4.22
H -5.21 -0.14 2.78
H -3.84 -0.57 3.70
H -5.11 -2.02 1.49
H -5.15 -3.05 2.87
H -2.52 -2.31 3.16
H -2.63 -1.85 1.47
H -2.86 -4.36 3.97
H -2.77 -5.77 2.83
H -4.19 -4.78 3.14
H -0.59 -3.96 2.28
H -1.08 -3.17 0.67
H -0.96 -6.10 1.21
H -0.44 -5.21 -0.10
H -2.92 -6.19 -0.21
H -2.39 -4.88 -1.21
H -4.41 -4.72 0.73
H -3.55 -3.40 -0.04
C 2.10 -3.90 -0.72
C 1.26 -3.18 -1.82
C 1.44 -3.93 -3.07
N 0.70 -3.40 -4.37
C -0.86 -3.47 -4.16
C 1.21 -1.98 -4.81
C 1.25 -1.92 -6.37
C 0.96 -3.39 -6.82
C 1.14 -4.26 -5.55
H 2.03 -4.98 -0.71
H 2.03 -3.51 0.29
H 3.12 -3.68 -1.07
H 1.64 -2.17 -1.92
H 0.22 -3.03 -1.55
H 1.22 -5.00 -3.05
H 2.50 -3.95 -3.33
H -1.06 -4.51 -3.90
H -1.19 -3.19 -5.16
H -1.25 -2.78 -3.41
H 0.48 -1.23 -4.50
H 2.14 -1.74 -4.30
H 0.47 -1.26 -6.72
H 2.19 -1.51 -6.74
H -0.06 -3.40 -7.21
H 1.70 -3.80 -7.51
H 0.63 -5.22 -5.58
H 2.19 -4.56 -5.56
C -6.56 1.15 -0.80
C -5.55 1.96 -1.70
C -4.31 1.17 -1.96
N -3.18 1.86 -2.70
C -2.72 3.13 -1.90
C -3.64 2.37 -4.06
C -3.56 1.17 -4.95
C -2.31 0.40 -4.45
C -2.02 0.86 -3.04
H -6.88 0.27 -1.35
H -7.41 1.77 -0.52
H -6.11 0.82 0.14
H -5.37 2.85 -1.09
H -6.07 2.29 -2.59
H -4.55 0.26 -2.50
H -3.85 0.92 -1.00
H -3.60 3.77 -1.76
H -2.03 3.58 -2.61
H -2.15 2.82 -1.03
H -2.88 3.06 -4.43
H -4.60 2.89 -4.09
H -3.45 1.45 -5.99
H -4.51 0.65 -4.85
H -1.47 0.72 -5.06
H -2.50 -0.67 -4.50
H -1.11 1.45 -2.93
H -2.10 0.04 -2.32
C 5.48 -1.18 -0.76
C 4.74 0.09 -1.36
C 5.47 1.51 -1.17
N 4.69 2.76 -1.71
C 4.64 2.51 -3.25
C 5.45 4.07 -1.39
C 4.42 5.16 -1.48
C 3.12 4.53 -0.78
C 3.19 3.01 -1.15
H 6.54 -1.06 -0.96
H 5.25 -2.13 -1.26
H 5.24 -1.28 0.30
H 3.69 0.17 -1.07
H 4.66 -0.07 -2.43
H 6.44 1.60 -1.65
H 5.64 1.83 -0.14
H 5.69 2.51 -3.56
H 3.98 3.30 -3.59
H 3.99 1.65 -3.42
H 6.42 4.16 -1.88
H 5.67 3.82 -0.35
H 4.09 5.40 -2.49
H 4.88 6.04 -1.04
H 2.17 5.02 -1.00
H 3.26 4.69 0.29
H 2.48 2.72 -1.92
H 3.09 2.25 -0.38
C 2.92 -2.32 3.08
C 1.76 -1.72 3.86
C 2.23 -1.03 5.11
N 1.27 0.02 5.75
C 0.05 -0.68 6.34
C 0.74 1.19 4.76
C 0.43 2.42 5.63
C 1.15 2.31 6.95
C 1.97 1.00 6.78
H 2.60 -2.59 2.08
H 3.24 -3.30 3.43
H 3.78 -1.65 3.06
H 0.90 -2.38 3.92
H 1.50 -0.90 3.19
H 3.16 -0.49 4.93
H 2.46 -1.74 5.91
H -0.39 -1.30 5.56
H -0.60 0.09 6.76
H 0.33 -1.21 7.25
H -0.05 0.73 4.17
H 1.53 1.39 4.03
H -0.61 2.56 5.90
H 0.78 3.34 5.16
H 0.52 2.12 7.81
H 1.88 3.11 7.11
H 2.12 0.43 7.70
H 2.97 1.25 6.45
P -0.04 0.15 0.25
F 1.43 -0.40 -0.22
F 0.74 1.14 1.29
F 0.16 1.37 -0.85
F -1.60 0.67 0.64
F -0.71 -0.85 -0.83
F -0.13 -1.00 1.38



no.,total energy (Ha)
1,-5403.500271
2,-2384.281720
3,-3040.259699